(1)
# CHF3OS2

A molecular structure, CHF3OS2 at a distorted geometry (ωB97M-V/def2-TZVPD, the OMol25 dataset).

For the HOMO energy (alpha / beta), the calculation gives -9.77 / -9.77 eV. The electronic energy comes out at -32920.445 eV. The calculation puts the HOMO-LUMO gap (alpha / beta) at 8.4 / 8.4 eV.

Structure (ORCA input):
```
! RIJCOSX wB97M-V def2-TZVPD def2/J DEFGRID3
* xyz 0 1
C -1.605 0.057 -1.690
O 0.288 0.034 0.607
F -2.387 1.025 -1.176
F -2.471 -0.776 -2.248
F -0.628 0.397 -2.478
S -0.080 -2.890 0.120
S -0.581 -0.987 0.152
H -1.643 -0.736 1.017
*
```

Atom charges from the Mulliken analysis, given in e for atoms 1 to 6: C 0.613; O -0.484; F -0.190; F -0.190; F -0.151; S -0.236

---

(2)
# CHF4FeN4O17S4

A molecular structure, CHF4FeN4O17S4 at a distorted geometry (ωB97M-V/def2-TZVPD, the OMol25 dataset).

For the HOMO energy (alpha / beta), the calculation gives -3.52 / -3.37 eV. The electronic energy comes out at -130408.964 eV. The expectation value of S² is 8.762. The calculation puts the HOMO-LUMO gap (alpha / beta) at 7.4 / 6.0 eV.

Structure (ORCA input):
```
! RIJCOSX wB97M-V def2-TZVPD def2/J DEFGRID3
* xyz -2 6
Fe -5.353 13.736 -5.014
O -4.405 17.316 -6.578
C -4.641 16.118 -6.037
O -3.851 15.372 -5.384
O -5.722 15.506 -6.132
H -3.445 17.292 -6.565
N -8.124 12.134 -5.868
O -7.163 12.940 -5.687
O -8.004 11.117 -6.505
O -9.207 12.409 -5.418
N -3.925 12.194 -7.582
O -4.579 12.927 -6.882
O -4.176 11.035 -7.459
O -3.069 12.635 -8.246
N -4.646 12.161 -4.246
S -5.223 10.706 -3.762
O -4.945 10.191 -2.432
O -5.480 9.786 -4.823
F -6.701 11.253 -3.517
S -3.054 11.407 -4.093
O -2.775 10.098 -4.689
O -2.300 11.702 -2.902
F -2.311 12.375 -5.086
N -5.896 14.565 -3.374
S -7.043 15.342 -2.830
O -7.017 16.782 -2.903
O -7.929 14.734 -1.898
F -8.089 15.067 -4.032
S -5.105 14.725 -1.842
O -5.572 13.838 -0.756
O -4.598 16.041 -1.515
F -3.729 14.009 -2.329
*
```

Atom charges from the Mulliken analysis, given in e for atoms 1 to 6: Fe 1.316; O -0.465; C 0.817; O -0.645; O -0.594; H 0.339

---

(3)
# CHFHgLiO2

A molecular structure, CHFHgLiO2 at a distorted geometry (ωB97M-V/def2-TZVPD, the OMol25 dataset).

For the HOMO energy (alpha / beta), the calculation gives -8.38 / -8.83 eV. The electronic energy comes out at -12240.118 eV. The expectation value of S² is 0.757. The calculation puts the HOMO-LUMO gap (alpha / beta) at 7.7 / 6.8 eV.

Structure (ORCA input):
```
! RIJCOSX wB97M-V def2-TZVPD def2/J DEFGRID3
* xyz 0 2
F -1.093 -1.715 0.924
C 0.920 1.635 -1.240
H 1.825 1.973 -1.784
O 0.384 0.646 0.694
O 1.365 0.900 -0.316
Hg -1.480 1.240 -0.595
Li 0.787 -0.977 1.564
*
```

Atom charges from the Mulliken analysis, given in e for atoms 1 to 6: F -0.891; C -0.160; H 0.230; O -0.640; O 0.039; Hg 0.551

---

(4)
# CHFI2

A molecular structure, CHFI2 at a distorted geometry (ωB97M-V/def2-TZVPD, the OMol25 dataset).

For the HOMO energy, the calculation gives -9.66 eV. The electronic energy comes out at -19971.061 eV. The calculation puts the HOMO-LUMO gap at 9.1 eV.

Structure (ORCA input):
```
! RIJCOSX wB97M-V def2-TZVPD def2/J DEFGRID3
* xyz 0 1
C 0.160 0.035 0.109
F -0.151 0.875 1.172
I -1.436 -1.416 0.039
I 0.345 1.153 -1.743
H 1.081 -0.648 0.423
*
```

Atom-resolved charges from Mulliken, all expressed in e: C -0.337; F -0.175; I 0.073; I 0.121; H 0.318

---

(5)
# CHFI2

CHFI2 in the gas phase at a distorted geometry (ωB97M-V/def2-TZVPD, the OMol25 dataset).

For the HOMO energy (alpha / beta), the calculation gives -7.17 / -9.58 eV. The electronic energy comes out at -19968.139 eV. The expectation value of S² is 2.007. The calculation puts the HOMO-LUMO gap (alpha / beta) at 7.6 / 5.9 eV.

Structure (ORCA input):
```
! RIJCOSX wB97M-V def2-TZVPD def2/J DEFGRID3
* xyz 0 3
C -0.208 0.036 0.168
F 0.263 0.558 1.307
I 1.532 0.681 -1.529
I -0.615 -2.036 0.399
H -0.973 0.761 -0.344
*
```

Atom-resolved charges from Mulliken, all expressed in e: C -0.355; F -0.182; I 0.125; I 0.046; H 0.367

---

(6)
# CHFI2S

CHFI2S in the gas phase at a distorted geometry (ωB97M-V/def2-TZVPD, the OMol25 dataset).

For the HOMO energy (alpha / beta), the calculation gives -8.35 / -8.35 eV. The electronic energy comes out at -30803.536 eV. The calculation puts the HOMO-LUMO gap (alpha / beta) at 5.9 / 5.9 eV.

Structure (ORCA input):
```
! RIJCOSX wB97M-V def2-TZVPD def2/J DEFGRID3
* xyz 0 1
C -1.696 -0.675 -0.773
F -2.516 0.243 -0.389
S 2.173 0.326 1.585
I 0.233 -0.031 -0.458
I 3.521 1.799 0.319
H -1.715 -1.661 -0.285
*
```

Atom-resolved charges from Mulliken, all expressed in e: C -0.191; F -0.103; S -0.404; I 0.434; I 0.053; H 0.212